This record from OMol25 describes C23H35MnNO6S2 as an isolated structure at a distorted geometry. The level of theory is the ωB97M-V functional and the def2-TZVPD basis.

Element x y z (Å)
C1 3.87644 -0.73964 1.61787
O1 3.70931 -0.25727 0.26879
C2 4.17106 1.12350 0.27792
C3 4.35872 1.68895 -1.19098
C4 3.25207 2.80857 -1.46767
C5 1.95519 2.05740 -1.94639
C6 0.59938 2.81580 -1.66266
C7 0.33040 3.14817 -0.14474
C8 -0.59284 2.00762 0.50170
C9 0.38408 0.92619 1.07654
C10 -0.26876 -0.36632 1.70114
C11 0.19467 -1.76284 1.13193
C12 -0.11514 -2.08125 -0.37011
C13 -0.32718 -1.15207 -1.47241
C14 -0.57794 -1.58431 -2.93876
C15 -0.57981 -3.00450 -3.26766
C16 -0.77426 -3.52245 -4.73010
C17 -0.38482 -3.95520 -2.13104
C18 -0.15700 -3.53539 -0.74547
O2 0.38998 -0.38198 3.01698
S1 -0.44848 -1.26301 4.15861
O3 -0.55769 -0.55770 5.40102
O4 0.24396 -2.52550 4.28241
O5 -1.82377 -1.36240 3.22403
C19 -1.81351 -0.32911 2.17220
C20 -2.91016 -0.91092 1.22809
C21 -3.42185 0.02291 0.08686
C22 -4.02989 1.40933 0.53994
O6 -5.18814 1.20354 1.35947
N1 -2.13480 0.88220 2.99319
C23 -3.13982 0.72428 3.69915
S2 -4.29719 0.42710 4.74577
H1 4.94355 -1.03461 1.82356
H2 3.26435 -1.66213 1.79344
H3 3.50430 0.02696 2.35649
H4 5.15022 1.12940 0.83650
H5 3.41134 1.71896 0.85913
H6 5.38664 2.12136 -1.32403
H7 4.19897 0.84630 -1.90879
H8 3.63506 3.51644 -2.25245
H9 3.13511 3.38400 -0.51656
H10 2.03723 1.97852 -3.07029
H11 1.97912 1.00011 -1.56844
H12 -0.21856 2.17379 -2.11518
H13 0.62201 3.74414 -2.30008
H14 -0.27255 4.09924 -0.13537
H15 1.26462 3.29904 0.45024
H16 -1.25865 1.67013 -0.33111
H17 -1.18817 2.54217 1.29031
H18 1.01661 1.44055 1.84928
H19 1.10434 0.57761 0.28822
H20 1.31126 -1.81958 1.25002
H21 -0.20894 -2.62063 1.74017
H22 -0.31217 -0.05289 -1.29526
H23 -0.74648 -0.77535 -3.69861
H24 -0.73333 -2.69586 -5.48094
H25 -1.66490 -4.18299 -4.84362
H26 0.13626 -4.15801 -4.93226
H27 -0.38506 -5.03441 -2.42624
H28 0.01557 -4.30174 0.04808
H29 -3.80846 -1.16675 1.85940
H30 -2.59935 -1.89139 0.76108
H31 -4.31447 -0.52787 -0.38957
H32 -2.66804 0.14687 -0.77117
H33 -4.40712 1.91310 -0.39684
H34 -3.29458 2.07954 1.03812
H35 -5.20762 1.95483 1.98257
Mn1 -2.75035 -1.39259 -1.88543

Atoms 1-3, force components in eV/Å:
C -0.235 -0.479 0.372
O 0.176 0.542 0.951
C 0.541 -0.176 -0.500

Values from the calculation:
LUMO level (spin up / spin down) ... -9.51 / -9.84 eV
⟨S²⟩ ... 8.762
HOMO energy (spin up / spin down) ... -0.5232 / -0.5232 Eh
Multiplicity ... 6
Maximum force ... 0.0521 hartree/bohr
Net charge ... +2